# C19H15ClN8O3S

C19H15ClN8O3S in the gas phase at a distorted geometry (ωB97M-V/def2-TZVPD, the OMol25 dataset).

Atoms and positions in Å:
N: -3.98354 -3.69106 3.64432
C: -3.22708 -2.77246 2.89311
C: -2.32788 -3.29793 1.96787
C: -1.63128 -2.36520 1.05488
N: -0.64416 -2.84506 0.12833
N: 0.48181 -3.48313 0.40458
N: 1.08675 -3.61575 -0.73793
N: 0.48221 -2.94217 -1.71179
C: -0.65420 -2.61793 -1.25012
C: -1.85662 -2.01736 -1.89854
O: -2.94853 -2.56149 -1.79126
N: -1.91771 -0.92158 -2.75879
C: -0.92061 0.04154 -2.65814
C: 0.37755 -0.15013 -3.16891
C: 1.40385 0.59205 -2.63184
C: 1.04886 1.75424 -1.90750
C: 2.19190 2.54586 -1.30015
C: 2.95221 3.31853 -2.23474
C: 4.00895 3.96744 -1.79970
C: 4.28249 4.19430 -0.39187
C: 3.52262 3.43311 0.49717
C: 2.50256 2.65492 0.11667
S: 1.65183 1.72010 1.47828
N: 1.70568 0.00075 1.30791
O: 2.31349 2.02166 2.74622
O: 0.26544 2.08773 1.49115
C: -0.32792 2.01348 -1.61641
N: -1.32545 1.06599 -1.90923
C: -1.93327 -0.96670 1.17809
C: -2.68510 -0.51404 2.24641
C: -3.48085 -1.39819 3.01400
Cl: -4.41214 -0.60584 4.26379
H: -3.91946 -4.69789 3.44607
H: -4.77557 -3.37832 4.21925
H: -2.13885 -4.36323 1.84403
H: -2.87313 -0.63680 -2.86072
H: 0.55383 -0.99355 -3.69713
H: 2.41133 0.23600 -2.62878
H: 2.61858 3.42571 -3.30366
H: 4.50402 4.60867 -2.56755
H: 5.10385 4.87670 0.01268
H: 3.69484 3.73411 1.54889
H: 1.16174 -0.35301 2.05356
H: 2.64983 -0.29831 1.28323
H: -0.66382 2.92737 -1.00678
H: -1.29800 -0.28316 0.59975
H: -3.03108 0.55000 2.39129

Summary:
Frontier orbital gap: 8.371 eV
Highest occupied orbital energy: -8.54 eV
E: -2255.06453 Ha
Total charge: 0
LUMO level: -0.0063 hartree
SMILES: Nc1cc(-n2nnnc2C(=O)Nc2ccc(-c3ccccc3S(N)(=O)=O)cn2)ccc1Cl
F_max: 5.93 eV/Å
Molecular weight: 470.9 g/mol

Results of the Mulliken charge analysis, in e, for atoms 1 through 4: N -0.4956; C 1.0091; C -0.8501; C -0.0471